No. 1
Density functional theory data (the ωB97M-V functional and the def2-TZVPD basis) for C12H9Cl3CoGeNO2S as an isolated structure in a non-equilibrium geometry.

Computed properties:
LUMO level (alpha / beta) = -1.7 / -0.5 eV
net charge = 0
multiplicity = 3
frontier orbital gap (alpha / beta) = 5.3 / 8.6 eV
electronic energy = -160718.3251 eV
energy above the lowest of the compared OMol25 structures with the same formula, charge and spin = 5.902 eV

Last column: natural (NBO) charge in e.
Cartesian coordinates (Å):
H: -8.08 -15.77 -2.32  0.23
H: -5.93 -11.15 -4.61  0.22
H: -4.10 -7.50 -3.39  0.21
Cl: -5.42 -11.03 3.66  -0.47
C: -5.09 -14.20 -1.70  0.06
Cl: -5.82 -7.99 1.89  -0.43
C: -4.67 -8.36 -3.13  -0.21
H: -4.46 -9.14 -5.08  0.22
C: -7.42 -12.57 -1.05  0.06
Ge: -6.93 -9.76 2.52  0.93
H: -9.09 -13.45 -2.23  0.22
C: -6.25 -10.59 -2.54  -0.07
C: -6.01 -9.59 -1.56  -0.20
O: -6.34 -13.10 -0.21  -0.52
C: -4.91 -9.30 -4.11  -0.21
S: -8.53 -11.80 0.17  -0.24
H: -4.13 -14.39 -2.19  0.22
C: -7.45 -14.92 -2.15  -0.14
C: -5.72 -10.39 -3.83  -0.20
O: -7.35 -12.75 -3.17  -0.47
N: -5.04 -13.23 -0.88  -0.09
C: -6.94 -11.79 -2.25  0.27
Co: -6.70 -11.73 1.36  0.80
C: -5.25 -8.48 -1.87  -0.20
Cl: -8.23 -8.79 3.89  -0.39
C: -6.15 -15.15 -1.96  -0.24
H: -6.53 -9.68 -0.62  0.21
H: -5.19 -7.71 -1.12  0.23
C: -8.01 -13.55 -2.13  0.01
H: -5.78 -16.16 -2.05  0.23

=====

No. 2
Density functional theory data (the ωB97M-V functional and the def2-TZVPD basis) for a 5-piece molecular cluster, C35H72N6O11S overall in a non-equilibrium geometry.

Computed properties:
LUMO level = -0.4 eV
structure (SMILES) = CCCNc1c(COCCOCC)cc(C[SH](=O)=O)c2c1C(=O)N(OCC)C2=O.COC[C@@H](C)N.COC[C@@H](C)N.COC[C@@H](C)N.COC[C@@H](C)N
net charge = 0
frontier orbital gap = 8.7 eV
electronic energy = -79754.9034 eV

Last column: Löwdin charge in e.
Cartesian coordinates (Å):
C: -0.67 0.50 3.42  -0.26
C: -5.07 -4.86 1.14  -0.21
H: 5.09 1.60 -3.42  0.07
H: -2.02 -1.31 0.42  0.12
S: -2.63 4.67 4.10  0.68
C: -1.80 4.14 2.63  -0.19
C: 4.11 -4.02 -1.67  -0.22
H: -1.08 1.34 3.99  0.10
H: 2.02 5.88 -2.24  0.12
H: 4.15 8.61 -2.06  0.09
H: 2.62 -0.40 -4.13  0.07
C: -1.76 1.42 -1.27  -0.30
C: 3.40 2.90 -4.93  -0.21
H: 0.85 -1.07 1.00  0.07
C: -3.46 0.66 0.57  -0.15
H: 5.38 1.24 -6.26  0.07
H: 2.69 2.92 -5.76  0.12
C: -3.73 -0.51 4.58  -0.17
C: -3.91 0.99 1.85  -0.07
H: 1.40 0.00 2.99  0.04
H: 4.06 -0.01 -5.05  0.06
H: -3.80 -6.72 -0.02  0.09
H: -1.27 -3.66 -2.06  0.07
C: 3.08 0.36 -4.77  -0.07
H: 1.79 0.75 -1.27  0.11
H: -4.07 -0.30 -1.07  0.11
H: -3.81 -2.73 -1.60  0.11
H: 3.71 -6.59 -1.98  0.07
H: -1.20 -3.48 -0.30  0.08
C: -2.82 -2.37 -1.29  -0.23
H: -2.18 -6.23 0.50  0.08
H: -2.47 -1.67 -2.05  0.09
C: -6.06 -6.97 2.24  -0.07
H: -5.55 0.67 3.20  0.13
O: 3.36 -4.53 -0.59  -0.20
H: 2.47 0.45 -5.67  0.08
O: -2.14 1.09 -2.35  0.17
H: 6.88 -6.00 -2.41  0.08
N: 0.67 7.03 -0.10  0.04
C: 0.99 0.25 -0.72  -0.23
H: -6.28 -7.31 1.23  0.08
H: 2.39 -0.22 0.88  0.08
O: -0.60 4.31 -0.27  0.16
H: 4.74 -3.18 -1.34  0.12
O: 4.72 3.03 -5.42  -0.19
C: 0.77 0.21 3.85  -0.04
H: -2.06 -1.75 5.14  0.12
N: -5.37 -5.07 3.60  0.04
C: -1.87 -3.57 -1.15  -0.09
N: -3.93 -0.50 -0.08  0.03
H: -1.76 4.98 1.93  0.12
H: 2.74 7.20 1.73  0.07
H: -3.24 -7.05 1.65  0.08
H: -5.21 -3.78 1.15  0.11
H: -2.46 -4.49 -1.08  0.05
C: 2.54 6.68 -1.70  -0.21
H: 3.38 -3.60 -2.36  0.12
H: 0.54 7.93 -0.56  0.07
C: -2.43 2.94 1.96  -0.17
H: 4.16 2.41 -2.39  0.07
H: 3.62 6.47 -1.78  0.12
C: 5.03 2.24 -6.54  -0.11
H: -3.97 0.54 4.81  0.11
H: -0.77 3.91 2.93  0.12
H: 3.23 3.81 -4.33  0.12
H: 2.82 9.54 -1.32  0.07
C: -2.48 1.48 0.03  -0.01
C: -2.22 -0.75 4.74  -0.18
O: 2.24 7.87 -2.41  -0.19
C: -0.93 3.17 -0.15  -0.28
H: -3.79 2.34 3.50  0.11
H: -6.89 -5.01 2.20  0.14
O: -4.17 -0.89 3.30  -0.12
H: 0.82 -0.61 4.56  0.08
H: 1.19 1.10 4.32  0.07
C: 6.20 -5.52 -1.71  -0.07
H: 4.85 -3.97 0.74  0.09
H: 3.38 -5.95 -3.41  0.07
H: 3.37 -4.67 1.43  0.09
C: 3.16 1.69 -4.02  -0.44
H: -6.88 -7.28 2.89  0.08
H: -5.16 -7.48 2.59  0.06
C: -2.99 -1.65 0.04  -0.19
O: 0.16 1.17 -0.03  -0.12
H: -3.42 -2.36 0.75  0.10
H: -4.25 -1.11 5.33  0.13
H: 4.54 -5.72 0.64  0.08
H: 2.17 5.61 0.08  0.13
H: 5.26 -4.57 -3.36  0.13
C: -3.22 -6.34 0.82  -0.11
N: -0.43 2.06 -1.01  0.07
H: 5.97 -6.24 -0.93  0.06
O: -1.52 -0.63 3.53  -0.14
C: -5.90 -5.45 2.29  -0.43
H: -1.83 5.71 4.46  0.08
C: 4.08 -4.74 0.61  -0.11
C: 3.12 8.95 -2.19  -0.11
H: -5.44 -5.22 0.16  0.12
O: -2.50 3.66 5.11  -0.35
H: 2.02 -1.55 -0.22  0.08
N: 4.18 1.57 -2.97  0.04
C: 2.93 7.49 0.70  -0.07
O: -3.92 5.20 3.76  -0.33
H: 2.20 1.85 -3.54  0.13
H: 6.73 -4.67 -1.26  0.08
H: -0.69 0.81 2.37  0.10
H: 2.69 8.55 0.62  0.06
O: -3.67 -5.06 1.24  -0.21
H: 3.99 7.37 0.50  0.08
H: 0.10 6.38 -0.63  0.04
H: -4.38 -5.32 3.63  0.07
C: 1.60 -0.69 0.30  -0.06
C: 2.08 6.65 -0.24  -0.44
H: -1.84 -0.05 5.49  0.13
H: 0.39 -0.35 -1.42  0.12
C: -1.98 2.58 0.71  -0.06
H: 4.17 2.14 -7.21  0.09
C: -3.40 2.12 2.51  0.04
N: 4.15 -6.23 -2.82  0.04
H: -5.45 -0.47 1.81  0.12
C: -4.88 0.09 2.56  -0.14
H: 3.07 9.59 -3.07  0.09
C: 4.94 -5.06 -2.44  -0.44
H: 5.84 2.74 -7.08  0.09
H: -5.38 -4.06 3.69  0.07

=====

No. 3
Density functional theory data (the ωB97M-V functional and the def2-TZVPD basis) for a 13-piece molecular cluster, C54H75N13 overall in a non-equilibrium geometry.

Computed properties:
LUMO level = 0.3 eV
net charge = 0
frontier orbital gap = 8.2 eV
electronic energy = -76578.8028 eV
energy above the lowest of the compared OMol25 structures with the same formula, charge and spin = 4.493 eV

Last column: Löwdin charge in e.
Cartesian coordinates (Å):
C: 6.73 5.72 -3.31  -0.11
H: -1.63 -1.38 0.27  0.06
C: -5.97 -6.56 1.75  -0.14
H: 2.49 0.80 2.37  0.07
H: -1.16 -8.78 2.51  0.08
H: 7.75 6.38 5.49  0.10
C: -9.31 -1.72 -2.54  -0.13
H: -0.90 -1.83 -6.32  0.09
H: -2.29 0.01 5.90  0.10
N: 3.04 -7.58 -4.15  0.00
C: 0.42 10.00 -2.49  -0.13
C: -7.30 -1.04 -1.88  -0.12
C: -2.92 -2.60 -6.44  -0.14
N: 1.54 1.78 10.67  0.00
C: 0.82 9.07 -0.51  -0.15
H: 5.93 4.06 2.41  0.10
H: 3.77 -8.27 -4.22  0.15
H: 3.47 1.65 8.12  0.09
C: -3.73 3.95 -4.86  -0.15
N: -3.52 -3.68 -7.13  0.01
H: -7.02 -6.24 4.72  0.15
N: -6.55 -6.57 3.88  0.00
C: -4.94 4.83 -6.50  -0.12
N: 1.16 -7.27 0.74  -0.01
H: -3.49 -2.14 -5.64  0.10
H: 1.55 -0.33 3.23  0.06
H: -0.63 -7.86 -0.15  0.10
H: 2.92 -0.83 9.32  0.10
H: -2.78 -4.92 -8.72  0.09
H: -0.73 7.54 -0.68  0.09
H: 2.76 -6.99 2.12  0.10
H: 5.29 -0.93 -3.11  0.10
H: -5.78 -6.15 0.77  0.10
C: 2.60 0.17 9.56  -0.13
C: -3.93 2.79 6.44  -0.13
N: -8.87 -0.69 -3.40  -0.01
H: -5.94 -8.72 1.53  0.09
H: 2.06 3.43 9.42  0.11
C: -3.33 3.30 -6.00  -0.12
H: -6.32 -0.96 -1.42  0.08
H: 7.96 -3.55 -1.12  0.09
N: 7.19 5.06 3.88  0.00
C: 1.79 -7.83 -4.57  -0.15
H: 1.40 -0.23 11.37  0.11
H: -0.40 -3.60 -8.30  0.09
C: -4.70 4.87 -5.16  -0.15
C: -0.44 8.93 -2.37  -0.12
H: -4.54 1.29 4.90  0.09
H: -1.03 -2.97 0.50  0.07
C: -3.86 1.59 5.69  -0.10
H: -6.45 -4.71 2.87  0.11
N: 4.63 6.26 -2.93  -0.01
H: 5.93 6.42 -1.30  0.10
C: 2.16 2.37 9.62  -0.15
H: 0.31 2.53 -0.70  0.06
H: 1.39 8.87 0.38  0.10
C: 0.76 1.78 -1.34  -0.09
H: -4.72 3.52 6.48  0.09
H: 8.08 4.60 3.75  0.14
H: -2.57 3.47 8.12  0.11
H: 3.78 5.95 -4.84  0.11
C: 0.21 0.41 -0.86  -0.25
H: -1.18 -1.93 1.91  0.07
C: -0.06 -7.86 0.77  -0.13
C: 0.45 0.63 1.57  -0.26
C: 4.68 5.97 -4.25  -0.14
C: 5.85 6.16 -2.34  -0.14
N: 0.82 -0.17 0.37  -0.18
H: -2.54 2.56 -6.12  0.10
C: 2.88 1.40 8.99  -0.13
C: 6.95 6.08 4.83  -0.10
H: 3.97 5.52 3.45  0.09
C: -6.40 -7.85 3.54  -0.14
C: -1.62 -2.48 -6.79  -0.15
C: 5.79 -1.50 -2.35  -0.14
H: -5.68 5.25 -7.15  0.10
H: -3.49 3.78 -3.82  0.09
H: 7.57 -2.26 -3.45  0.09
H: -6.54 -8.70 4.19  0.10
H: -1.11 8.51 -3.11  0.09
C: 0.56 -1.59 0.59  -0.26
H: 1.16 1.43 3.37  0.07
N: 5.32 -1.65 -1.04  0.03
C: 1.74 -7.30 1.96  -0.14
H: -8.38 -2.59 -0.69  0.09
H: -10.31 -2.05 -2.80  0.10
C: -2.77 0.93 6.19  -0.15
C: 5.00 5.54 3.77  -0.13
H: 1.39 -8.81 -4.79  0.11
H: 6.10 -2.77 0.60  0.10
C: 6.20 -2.55 -0.45  -0.16
H: 1.85 1.81 -1.43  0.08
H: 0.93 2.29 11.28  0.15
C: -0.91 -1.95 0.86  -0.09
H: -4.18 3.39 -7.94  0.14
H: 4.09 -5.85 -3.40  0.10
H: -1.37 1.38 7.77  0.14
C: -8.36 -1.96 -1.57  -0.09
C: 3.14 -6.26 -3.74  -0.13
H: -0.55 0.37 1.91  0.11
C: -7.60 -0.35 -3.04  -0.16
N: -4.19 3.74 -6.99  0.00
H: 1.55 -6.97 -0.14  0.15
C: -1.35 -3.39 -7.83  -0.10
C: -0.31 -8.24 2.11  -0.11
N: 1.11 10.16 -1.29  0.01
C: 5.96 5.56 -4.46  -0.14
H: -0.87 0.43 -0.70  0.10
C: 6.02 4.81 3.19  -0.14
H: 5.05 7.01 5.42  0.09
C: 1.93 -5.68 -3.98  -0.15
H: 0.01 -6.54 -4.70  0.09
H: -5.25 5.50 -4.48  0.10
C: -0.16 8.33 -1.14  -0.14
C: 1.06 -6.63 -4.47  -0.12
C: 1.47 0.62 2.70  -0.08
H: -4.42 -4.14 -7.09  0.14
C: 5.58 6.33 4.76  -0.14
H: 0.66 10.70 -3.27  0.10
N: -2.17 1.66 7.21  0.01
C: 7.10 -2.95 -1.37  -0.16
C: 6.91 -2.27 -2.60  -0.10
H: -7.02 0.40 -3.55  0.10
H: 4.46 -1.30 -0.64  0.14
C: -2.54 -4.15 -8.00  -0.13
H: 1.74 -4.64 -3.78  0.10
H: 0.30 1.99 -2.30  0.07
H: 0.36 1.67 1.25  0.10
H: -9.30 -0.39 -4.27  0.14
H: 1.86 10.80 -1.07  0.14
H: 0.26 -0.19 -1.77  0.11
C: -2.89 2.80 7.33  -0.17
C: 0.83 -7.90 2.86  -0.12
H: 1.03 -8.16 3.89  0.09
H: 0.90 -2.21 -0.24  0.10
C: -6.30 -5.78 2.80  -0.16
H: 3.84 6.68 -2.46  0.15
H: 7.79 5.52 -3.22  0.09
H: 6.46 5.20 -5.35  0.09
C: -6.03 -7.87 2.18  -0.11
H: 1.18 -1.99 1.39  0.10
C: 1.83 0.43 10.63  -0.15

=====

No. 4
Density functional theory data (the ωB97M-V functional and the def2-TZVPD basis) for a 2-piece molecular cluster, C2H4N2O2S overall.

Computed properties:
LUMO level = 0.8 eV
net charge = 0
frontier orbital gap = 9.0 eV
electronic energy = -20048.7691 eV
energy above the lowest of the compared OMol25 structures with the same formula, charge and spin = 0.714 eV

Last column: natural (NBO) charge in e.
Cartesian coordinates (Å):
O: 1.14 -2.76 -0.42  -0.52
C: 2.02 -2.62 0.27  0.52
H: 0.13 1.53 -1.93  0.41
N: -0.60 0.10 0.85  -0.74
H: 0.18 2.29 -0.39  0.40
N: 0.19 1.45 -0.93  -0.83
S: -0.36 1.26 2.05  0.13
H: -0.90 -1.43 -0.82  0.51
H: -0.88 0.48 2.99  0.12
C: -0.35 0.33 -0.38  0.68
O: -0.59 -0.64 -1.28  -0.68

=====

No. 5
Density functional theory data (the ωB97M-V functional and the def2-TZVPD basis) for a 7-piece molecular cluster, C28H53BFN10O8S overall in a non-equilibrium geometry.

Computed properties:
LUMO level = -4.4 eV
net charge = +1
frontier orbital gap = 6.0 eV
electronic energy = -75396.9544 eV

Last column: Löwdin charge in e.
Cartesian coordinates (Å):
C: -5.25 2.25 -0.58  -0.06
C: 7.71 0.87 5.11  -0.04
H: 6.53 -2.11 0.40  0.10
H: -5.22 7.56 -1.81  0.13
C: 6.19 -2.10 -7.42  -0.05
H: -7.64 -0.20 2.59  0.09
N: -2.48 4.88 -1.05  0.24
O: 4.69 -0.34 -4.66  -0.01
H: -2.62 -9.16 2.02  0.10
H: 1.70 -0.11 0.07  0.13
H: -5.10 3.23 -1.14  0.08
N: 0.11 2.06 -2.14  0.05
C: -4.47 7.07 0.60  -0.07
H: -3.60 7.51 1.08  0.09
N: 6.06 -1.26 -6.24  -0.20
C: -1.62 1.11 -0.57  0.12
C: -0.46 -6.95 2.90  -0.06
C: 7.75 -1.21 3.89  -0.34
C: -2.35 3.92 -1.68  -0.25
H: 7.07 -0.58 1.12  0.07
C: -5.90 9.05 1.15  -0.04
H: -5.13 2.50 0.51  0.10
H: 7.38 -0.95 -4.66  0.08
F: 2.34 1.46 -1.97  0.12
H: 6.87 -2.92 -7.20  0.09
H: 1.52 3.18 -3.36  0.12
C: 0.83 0.43 -0.39  0.13
C: 7.25 -0.63 -5.70  -0.03
N: -7.60 -2.02 1.54  -0.20
H: -1.67 -5.72 0.99  0.11
O: 4.30 -0.64 1.12  -0.01
H: -7.70 -2.57 3.55  0.09
C: -2.46 -8.44 2.83  -0.04
C: -7.24 -2.69 0.43  -0.33
C: -1.21 1.97 -1.68  -0.11
N: -5.35 8.13 0.16  -0.21
H: 7.12 0.46 -5.70  0.10
H: -1.90 -8.91 3.63  0.09
H: 7.25 1.41 4.29  0.09
H: -0.08 3.96 -3.13  0.12
H: -3.44 -8.12 3.21  0.09
N: -0.86 -0.54 1.26  0.12
H: 5.72 -0.68 6.25  0.09
H: -7.76 -0.07 0.82  0.09
H: -0.60 -6.75 3.97  0.09
N: -1.74 -7.29 2.32  -0.20
S: 0.39 -3.07 1.25  0.87
H: -3.85 -0.48 -2.12  0.10
C: -4.74 0.09 -1.70  -0.05
H: -6.29 1.90 -0.80  0.10
H: 6.97 0.83 -1.81  0.10
H: 0.22 -7.79 2.78  0.09
H: 6.43 -0.70 -2.53  0.07
C: 4.87 -1.04 -5.64  -0.34
H: 5.22 -2.50 -7.72  0.09
H: -7.52 -3.75 0.45  0.14
H: -6.21 -0.47 1.57  0.08
H: 0.02 2.57 -4.26  0.13
H: -5.01 6.43 1.31  0.09
H: 4.03 -1.56 -6.14  0.13
H: -5.59 10.07 0.90  0.09
C: -5.69 8.30 -1.14  -0.36
H: 6.60 -1.51 -8.24  0.09
C: -0.57 0.30 0.13  -0.12
O: -2.11 2.79 -2.39  0.07
C: 6.68 -1.18 6.10  -0.06
N: 7.38 -0.54 5.01  -0.20
H: -3.59 -0.19 1.45  0.11
C: -2.30 -6.57 1.31  -0.36
C: -7.29 -0.60 1.64  -0.04
N: 5.84 -0.39 -0.56  -0.18
H: -6.99 9.00 1.12  0.09
H: -5.54 8.79 2.14  0.09
O: -6.42 9.17 -1.57  0.02
O: -3.45 0.76 1.30  0.11
H: -4.14 6.47 -0.25  0.03
H: -9.26 -2.17 2.79  0.09
C: 0.43 2.97 -3.29  0.05
H: 8.80 0.99 5.04  0.09
H: 8.12 -0.89 -6.28  0.09
H: -8.47 -3.71 2.43  0.09
N: -4.19 1.32 -1.07  -0.15
H: -0.04 -6.07 2.42  0.05
O: -6.65 -2.21 -0.52  0.00
C: 6.88 -1.10 0.18  -0.03
H: 7.28 -1.10 7.01  0.09
C: 4.63 -0.24 0.01  -0.36
O: 8.34 -0.73 2.94  0.00
H: -5.32 -0.57 -1.00  0.06
H: 6.50 -2.23 5.88  0.08
C: -8.30 -2.66 2.64  -0.05
B: -3.17 1.04 -0.06  -0.48
C: -0.23 -1.63 1.11  -0.69
H: 5.27 0.63 -2.31  0.07
C: 6.14 0.12 -1.88  -0.05
H: 7.36 1.27 6.06  0.09
O: -3.36 -6.81 0.78  0.02
H: 3.92 0.31 -0.63  0.10
H: -5.38 0.42 -2.57  0.11
H: 7.45 -2.27 3.91  0.14
C: 1.08 1.32 -1.51  -0.16
H: 7.79 -1.15 -0.41  0.09

=====

No. 6
Density functional theory data (the ωB97M-V functional and the def2-TZVPD basis) for a 2-piece molecular cluster, C6H13BrO overall in a non-equilibrium geometry.

Computed properties:
LUMO level (alpha / beta) = 0.8 / -1.6 eV
net charge = 0
multiplicity = 3
frontier orbital gap (alpha / beta) = 8.3 / 8.5 eV
electronic energy = -78516.5507 eV

Last column: natural (NBO) charge in e.
Cartesian coordinates (Å):
H: -3.26 0.67 -0.30  0.20
H: -2.20 -0.75 0.15  0.21
H: 0.08 -1.34 1.11  0.19
H: 3.08 -1.57 1.79  0.23
C: 1.15 -1.08 0.68  -0.06
H: 1.87 -2.85 1.86  0.22
H: -0.95 1.00 -1.83  0.21
C: -1.39 1.35 0.28  -0.37
H: -3.07 0.39 1.23  0.21
Br: 2.15 1.30 -0.31  0.14
O: 1.06 -1.36 -0.78  -0.73
C: -1.21 1.86 -1.16  -0.63
C: 1.34 0.39 1.05  -0.06
H: -0.21 0.85 0.48  0.20
H: -1.33 2.18 0.99  0.20
C: -2.55 0.32 0.33  -0.62
C: 2.27 -2.04 1.19  -0.64
H: 2.66 -2.49 0.28  0.20
H: -2.09 2.35 -1.59  0.20
H: 1.42 -2.26 -0.86  0.47
H: -0.39 2.67 -1.14  0.21